(1)
{"formula": "C4H8N4O", "method": "ωB97M-V/def2-TZVPD", "elements": ["N", "C", "C", "N", "N", "C", "C", "N", "O", "H", "H", "H", "H", "H", "H", "H", "H"], "coordinates": [[-1.13964, 0.04890, -0.63584], [-1.26831, 0.43872, 0.63652], [0.70760, -0.51513, -0.44649], [-1.84475, 0.73066, -1.59258], [0.58418, -1.82273, -0.82172], [0.37365, 0.21602, 2.34208], [1.74433, 0.29529, -0.68062], [-0.07292, -0.13394, 1.20499], [-2.05097, 1.17267, 1.21762], [-1.82573, 1.74002, -1.46633], [-1.53422, 0.45481, -2.51336], [-0.36368, -2.16304, -0.86395], [1.23755, -2.46277, -0.39572], [-0.20648, 0.89715, 2.96352], [1.33893, -0.15178, 2.67212], [1.84528, 1.25630, -0.20037], [2.47519, -0.00116, -1.41988]], "forces_ev_per_angstrom": [[0.6356, -0.1450, 0.6715], [-0.2357, 0.1459, -0.4547], [-0.3260, 0.2073, -0.0496], [-0.2434, 0.1237, -0.1320], [-0.0743, -0.0343, 0.0343], [-0.2661, -0.0900, -0.5179], [-0.1316, -0.0458, 0.1093], [0.3802, 0.0820, 0.3981], [0.2604, -0.2036, -0.0573], [0.0894, -0.1061, -0.0055], [0.0107, 0.0508, 0.0689], [0.0524, 0.0364, 0.0107], [-0.0278, 0.0751, -0.0240], [-0.0384, -0.0383, -0.0483], [-0.0009, -0.0050, -0.0368], [-0.0397, -0.0015, -0.0095], [-0.0450, -0.0515, 0.0426]], "multiplicity": 1, "fmax_ev_per_a": 0.94, "de_lowest_ev": 5.038, "e_lumo_ev": [0.0075, 0.0068], "orbital_gap_ev": [7.43, 7.43]}

(2)
{"formula": "C3H7N3S2", "method": "ωB97M-V/def2-TZVPD", "elements": ["H", "N", "C", "N", "N", "C", "S", "C", "S", "H", "H", "H", "H", "H", "H"], "coordinates": [[3.39417, 0.01065, -0.36612], [2.70409, 0.76059, -0.30770], [1.52363, 0.25775, -0.24773], [1.16408, -1.10579, -0.18663], [0.51481, 1.24980, -0.07450], [-0.82655, 1.08245, 0.04017], [-1.84663, 2.26553, -0.42202], [-1.45886, -0.11850, 0.73702], [-2.10160, -1.26758, -0.56154], [0.31157, -1.28612, -0.63945], [1.97215, -1.67452, -0.55241], [0.80209, 2.17274, -0.31628], [-0.80032, -0.66364, 1.37359], [-2.29877, 0.22267, 1.35582], [-3.05384, -1.90602, 0.16777]], "forces_ev_per_angstrom": [[0.0078, 0.2136, -0.1561], [-0.6165, -0.9560, -0.0544], [0.8398, 0.8032, 0.9575], [2.7783, 1.0450, -0.1161], [-0.2941, -2.2449, -0.0995], [-0.8096, 0.3436, 0.5389], [-0.1197, 0.4694, -0.1634], [-0.4783, -0.2217, -0.4267], [-0.4316, 0.0454, 0.2758], [-1.1880, -0.7680, -0.6961], [-1.5488, 0.7074, 0.5521], [0.3487, 0.5011, -0.3018], [0.7582, -0.2989, 0.3084], [0.2698, 0.1055, -0.5068], [0.4841, 0.2551, -0.1118]], "multiplicity": 1, "fmax_ev_per_a": 2.97, "smiles": "[H]/N=C(\\N)NC(=S)CS", "de_lowest_ev": 0.612, "e_lumo_ev": -0.1415, "orbital_gap_ev": 8.57}

(3)
{"formula": "C15H17O3", "method": "ωB97M-V/def2-TZVPD", "elements": ["C", "C", "O", "C", "C", "C", "C", "O", "O", "C", "C", "C", "C", "C", "C", "C", "C", "C", "H", "H", "H", "H", "H", "H", "H", "H", "H", "H", "H", "H", "H", "H", "H", "H", "H"], "coordinates": [[-0.21552, -2.51431, -0.70531], [-0.90391, -1.24244, -0.98467], [-2.11298, -1.26620, -1.21433], [-0.12626, 0.00503, -1.01916], [0.12884, 0.57160, 0.54354], [0.50227, -0.10229, 1.74969], [-0.56387, -0.43439, 2.77277], [-1.72788, -0.03061, 2.73324], [-0.23900, -1.16785, 3.88807], [0.96686, -1.98213, 3.80463], [2.16006, -1.08131, 3.39634], [1.89445, -0.45629, 2.04265], [-0.62067, 0.98311, -2.07592], [-1.94789, 1.37304, -2.08054], [-2.40600, 2.50033, -2.78001], [-1.48821, 3.17149, -3.63720], [-0.15519, 2.71885, -3.73983], [0.26051, 1.63252, -2.95941], [0.82224, -2.43556, -0.40507], [-0.74634, -3.01135, 0.09528], [-0.24386, -3.20196, -1.55680], [0.94009, -0.20871, -1.22834], [-0.94583, 0.87989, 0.56483], [0.85706, 1.37435, 0.20344], [0.85487, -2.87196, 3.12675], [1.12773, -2.38916, 4.82030], [3.07336, -1.70695, 3.37898], [2.30085, -0.30183, 4.17265], [2.59366, 0.36770, 1.90655], [2.12764, -1.20127, 1.28949], [-2.69147, 0.81455, -1.52457], [-3.45340, 2.82067, -2.74333], [-1.85834, 3.95182, -4.31041], [0.54421, 3.18760, -4.48887], [1.29194, 1.25403, -3.03542]], "forces_ev_per_angstrom": [[0.6563, -1.2140, 0.4669], [-1.3584, 0.3265, -0.8897], [0.6727, -0.2634, 0.3166], [2.1587, -1.2728, -1.1638], [-1.9133, 2.2807, -1.6462], [-2.8554, -1.4118, 2.9639], [0.9993, 1.7699, -2.8855], [0.2430, -0.3545, 0.0563], [1.2769, -1.3741, 0.2732], [0.0300, 0.7487, 0.1408], [-0.4492, -0.6191, 0.6542], [0.5858, -0.7669, -0.5458], [0.6595, 0.3478, 1.0266], [-1.5651, 1.1244, 0.0997], [1.4735, -0.0638, -1.1430], [-0.3070, -0.6229, 0.1921], [-0.2601, 0.0739, -0.4952], [0.2743, 0.0413, 0.1602], [0.2057, 0.3151, 0.0882], [-0.1960, -0.1568, 0.2996], [-0.1977, 0.2941, -0.1350], [-0.4895, -0.4216, -0.5431], [0.9426, 0.8268, 1.1182], [-0.8549, -0.2424, 0.8247], [-0.1351, 0.9301, 0.2232], [-0.1952, 0.2275, -0.3681], [-0.2371, 0.3296, -0.0114], [-0.1985, -0.3932, -0.2944], [0.2207, 0.3925, -0.2001], [0.9946, -0.4648, -0.3663], [0.3683, 0.0926, 0.2505], [0.4558, -0.2231, 0.0496], [0.2567, -0.0631, 0.4050], [-0.8105, -0.5229, 0.9751], [-0.4515, 0.3297, 0.1031]], "total_charge": -1, "multiplicity": 1, "fmax_ev_per_a": 4.35, "smiles": "CC(=O)[C@H](CC1=C([O-])OCCC1)c1ccccc1", "e_lumo_ev": 3.2674, "orbital_gap_ev": 5.63}